1.
{"formula": "C44H24BF4I5N4Pd", "method": "ωB97M-V with the def2-TZVPD basis set", "orbital_gap_ev": [4.875, 4.395], "spin_multiplicity": 5, "de_lowest_kcal_mol": 15.0, "species": ["Pd", "I", "C", "C", "C", "C", "C", "C", "C", "C", "C", "C", "C", "C", "C", "C", "C", "C", "I", "C", "C", "C", "N", "C", "C", "C", "C", "C", "C", "I", "C", "C", "C", "C", "C", "C", "N", "C", "C", "C", "C", "C", "N", "C", "C", "C", "C", "I", "C", "C", "C", "C", "N", "H", "H", "H", "H", "H", "H", "H", "H", "H", "H", "H", "H", "H", "H", "H", "H", "H", "H", "H", "H", "H", "H", "H", "H", "I", "F", "B", "F", "F", "F"], "xyz": [[-0.0439, 0.0927, -0.3033], [-6.8938, -1.3332, 6.2028], [-5.4616, -0.6127, 4.8059], [-5.7608, 0.4091, 3.8877], [-4.8484, 0.7709, 2.9303], [-3.5681, 0.1981, 2.8721], [-3.2356, -0.7405, 3.8558], [-4.1726, -1.1574, 4.7682], [-2.5264, 0.6255, 1.8597], [-2.8406, 0.7742, 0.4959], [-4.0450, 1.1904, -0.1491], [-3.8237, 1.2898, -1.5104], [-2.4434, 0.9370, -1.7477], [-1.6895, 0.8139, -2.9765], [-1.7471, 1.8478, -3.9992], [-2.5037, 3.0151, -3.7089], [-2.2097, 4.1951, -4.3552], [-1.1432, 4.2164, -5.3018], [-0.3186, 6.0490, -5.9530], [-0.6214, 2.9937, -5.7612], [-0.8881, 1.7942, -5.1235], [-0.7723, -0.2908, -3.0835], [0.0927, -0.6386, -2.0715], [0.7601, -1.8161, -2.4049], [1.7736, -2.3893, -1.5647], [2.1473, -3.8151, -1.6379], [2.2448, -4.5476, -0.4247], [2.6680, -5.8765, -0.4624], [2.9578, -6.4823, -1.6947], [3.8606, -8.4011, -1.6463], [2.7653, -5.7955, -2.8807], [2.3782, -4.4689, -2.8617], [2.3755, -1.5821, -0.5615], [3.6659, -1.7681, 0.0611], [3.8724, -0.7578, 0.9441], [2.6947, 0.1373, 0.9002], [1.8145, -0.4175, -0.0290], [2.3937, 1.2422, 1.7703], [1.0390, 1.2154, 2.2413], [0.5803, 1.5198, 3.6039], [-0.7945, 1.3273, 3.5889], [-1.1955, 0.8398, 2.3149], [-0.0783, 0.8233, 1.4857], [3.3019, 2.3172, 2.1986], [2.7114, 3.4348, 2.8652], [3.5141, 4.4256, 3.4140], [4.8953, 4.3913, 3.2524], [6.0552, 6.0166, 3.9406], [5.4618, 3.3120, 2.5347], [4.6843, 2.3109, 1.9671], [0.2850, -2.2202, -3.6952], [-0.6433, -1.2952, -4.1329], [-1.8724, 0.6371, -0.5097], [-6.7205, 0.9099, 3.9071], [-5.0699, 1.6086, 2.2551], [-2.2644, -1.2252, 3.7987], [-3.9609, -2.0027, 5.4153], [-4.9662, 1.3415, 0.4028], [-4.5480, 1.5679, -2.2615], [-3.2319, 2.9940, -2.9209], [-2.7365, 5.1376, -4.1625], [0.0662, 3.0494, -6.5961], [-0.5252, 0.8660, -5.5261], [1.9248, -4.0535, 0.4922], [2.8950, -6.4081, 0.4587], [2.9452, -6.2933, -3.8217], [2.3014, -3.8880, -3.7769], [4.3624, -2.5856, -0.1985], [4.7120, -0.5669, 1.6283], [1.1527, 1.8517, 4.4782], [-1.4992, 1.5475, 4.3605], [1.6235, 3.4984, 2.9173], [3.1015, 5.3151, 3.9049], [6.5377, 3.2538, 2.4680], [5.1303, 1.5769, 1.3539], [0.6982, -3.0647, -4.2359], [-1.1858, -1.3464, -5.0587], [1.2409, 2.9733, -1.5596], [-1.9650, -2.5690, -0.4125], [-1.4002, -2.9916, 0.8154], [-0.9039, -4.2853, 0.7148], [-2.3066, -2.8349, 1.8451], [-0.2597, -2.1335, 1.1040]]}

=====

2.
{"formula": "C44H26F4N9OP2PdSe2", "method": "ωB97M-V with the def2-TZVPD basis set", "orbital_gap_ev": [5.964, 5.968], "charge": 3, "de_lowest_kcal_mol": 1.4, "species": ["Pd", "Se", "P", "C", "C", "C", "C", "C", "C", "C", "C", "C", "C", "C", "C", "C", "C", "N", "N", "N", "P", "Se", "C", "C", "C", "C", "C", "C", "C", "C", "C", "C", "C", "C", "H", "H", "H", "H", "H", "H", "H", "H", "H", "H", "H", "H", "H", "H", "H", "H", "H", "H", "H", "H", "N", "C", "O", "C", "C", "C", "N", "C", "C", "H", "H", "H", "H", "H", "H", "F", "C", "C", "F", "C", "C", "C", "F", "C", "C", "C", "N", "C", "N", "F", "C", "C", "N", "C", "N"], "xyz": [[1.0575, -1.0709, -1.2723], [-2.2554, -1.3354, 3.7010], [-1.2629, 0.7358, 3.9469], [-0.1198, 0.8696, 5.2685], [1.1941, 0.4130, 5.1125], [2.0423, 0.4342, 6.2036], [1.5832, 0.8917, 7.4337], [0.2747, 1.3405, 7.5881], [-0.5877, 1.3299, 6.5087], [-2.3966, 2.0816, 3.8129], [-3.6614, 1.9102, 3.2393], [-4.4883, 3.0096, 3.1002], [-4.0571, 4.2637, 3.5194], [-2.7961, 4.4328, 4.0798], [-1.9581, 3.3432, 4.2366], [-0.5159, 0.1821, 2.4199], [0.2558, 0.3849, 1.3003], [0.1394, -0.7632, 0.5659], [-0.6900, -1.6084, 1.1368], [-1.0582, -1.0345, 2.2410], [1.1976, 1.8062, 0.7241], [2.1807, 1.1326, -1.0901], [0.0062, 3.1165, 0.4930], [0.5125, 4.4013, 0.2739], [-0.3595, 5.4417, 0.0044], [-1.7280, 5.2023, -0.0579], [-2.2278, 3.9235, 0.1425], [-1.3635, 2.8734, 0.4136], [2.3153, 2.2418, 2.0501], [1.9686, 3.2361, 2.9696], [2.8310, 3.5266, 4.0146], [4.0251, 2.8285, 4.1456], [4.3637, 1.8328, 3.2368], [3.5134, 1.5368, 2.1835], [1.5533, 0.0610, 4.1526], [3.0622, 0.0904, 6.0987], [2.2515, 0.8958, 8.2848], [-0.0709, 1.6906, 8.5510], [-1.6093, 1.6704, 6.6264], [-4.0031, 0.9313, 2.9282], [-5.4778, 2.8876, 2.6811], [-4.7170, 5.1155, 3.4193], [-2.4740, 5.4112, 4.4093], [-0.9808, 3.4678, 4.6853], [1.5796, 4.5887, 0.3062], [0.0284, 6.4363, -0.1677], [-2.4051, 6.0165, -0.2796], [-3.2912, 3.7378, 0.0707], [-1.7642, 1.8749, 0.5403], [1.0491, 3.7962, 2.8540], [2.5830, 4.3129, 4.7152], [4.7050, 3.0734, 4.9511], [5.3030, 1.3050, 3.3333], [3.7904, 0.7858, 1.4537], [1.2591, -8.0786, -1.9269], [0.5608, -7.3854, -1.0056], [-0.1054, -7.8564, -0.1124], [0.6600, -5.8800, -1.1146], [-0.4876, -5.1298, -0.9031], [-0.4143, -3.7557, -0.9652], [0.7405, -3.1162, -1.2009], [1.8590, -3.8391, -1.3841], [1.8565, -5.2169, -1.3463], [1.1959, -9.0849, -1.9120], [1.6357, -7.6343, -2.7483], [-1.4286, -5.6220, -0.6994], [-1.2926, -3.1403, -0.8402], [2.7747, -3.2925, -1.5646], [2.7813, -5.7538, -1.5059], [0.3066, -4.4226, -7.1250], [-0.0844, -3.1602, -7.1526], [-0.7422, -2.7040, -8.2412], [-0.9720, -3.5300, -9.2289], [-1.1811, -1.3252, -8.3614], [-0.8918, -0.4909, -7.2094], [-0.2214, -0.9608, -6.1393], [-0.0113, -0.1507, -5.1025], [0.2459, -2.3106, -6.0455], [0.9800, -2.7678, -4.9547], [1.4833, -1.9178, -3.9572], [1.9658, -1.2618, -3.1246], [1.3436, -4.1419, -4.7430], [1.5963, -5.2252, -4.4562], [-1.3074, 0.7531, -7.1946], [-1.8051, -0.8478, -9.4779], [-2.2240, 0.5152, -9.6196], [-2.5923, 1.5967, -9.7365], [-2.1127, -1.6549, -10.6185], [-2.4175, -2.2664, -11.5421]]}

=====

3.
{"formula": "C44H28AsF6N10O2Ta", "method": "ωB97M-V with the def2-TZVPD basis set", "orbital_gap_ev": [4.639, 5.340], "charge": 1, "spin_multiplicity": 2, "de_lowest_kcal_mol": 96.4, "species": ["Ta", "C", "C", "C", "C", "C", "N", "C", "C", "C", "C", "C", "C", "C", "C", "N", "C", "N", "C", "N", "C", "N", "C", "N", "C", "N", "C", "C", "C", "C", "C", "C", "C", "C", "C", "C", "C", "C", "C", "C", "N", "H", "H", "H", "H", "H", "H", "H", "H", "H", "H", "H", "H", "H", "H", "H", "H", "C", "C", "O", "C", "C", "C", "N", "N", "C", "O", "C", "C", "C", "C", "C", "C", "H", "H", "H", "H", "H", "H", "H", "H", "H", "H", "H", "H", "F", "As", "F", "F", "F", "F", "F"], "xyz": [[-0.1650, -0.0123, -0.3963], [1.0343, 4.7709, -4.5121], [2.3221, 4.2507, -4.5141], [2.7803, 3.4325, -3.4872], [1.8859, 3.1076, -2.4832], [1.9408, 2.2129, -1.3369], [3.0077, 1.6890, -0.7927], [2.9652, 0.8871, 0.2452], [4.0850, 0.7090, 1.1491], [5.3300, 1.3094, 1.2251], [6.1559, 0.9334, 2.2771], [5.7409, 0.0098, 3.2323], [4.4804, -0.5735, 3.1756], [3.6572, -0.2140, 2.1207], [2.2802, -0.5303, 1.7872], [1.5405, -1.3103, 2.5369], [0.2365, -1.2550, 2.5947], [-0.5199, -0.2552, 2.0580], [-1.7465, -0.2798, 2.6584], [-2.6080, 0.7060, 2.6520], [-2.4448, 1.7814, 1.9079], [-1.6204, 1.8721, 0.8419], [-1.7568, 3.1040, 0.2932], [-1.1705, 3.5755, -0.7826], [-0.0848, 3.0857, -1.3160], [0.7130, 2.1389, -0.7431], [0.5828, 3.6459, -2.4778], [0.1500, 4.4952, -3.4768], [-2.6849, 3.8973, 1.0820], [-3.0632, 5.2246, 1.0112], [-3.8753, 5.7154, 2.0264], [-4.3037, 4.8935, 3.0595], [-3.9470, 3.5494, 3.1187], [-3.1248, 3.0563, 2.1226], [-1.8483, -1.4608, 3.5057], [-2.8770, -1.9899, 4.2637], [-2.6360, -3.1843, 4.9335], [-1.3843, -3.7875, 4.9065], [-0.3322, -3.2339, 4.1861], [-0.5840, -2.0823, 3.4626], [1.9021, 0.1368, 0.6605], [0.7085, 5.3931, -5.3322], [2.9770, 4.4716, -5.3419], [3.7798, 3.0304, -3.4907], [5.6272, 2.0521, 0.5043], [7.1413, 1.3685, 2.3582], [6.4060, -0.2403, 4.0470], [4.1476, -1.2711, 3.9280], [-0.8498, 4.8996, -3.4557], [-2.7186, 5.8515, 0.2044], [-4.1597, 6.7560, 2.0245], [-4.9193, 5.3144, 3.8393], [-4.2808, 2.9203, 3.9260], [-3.8323, -1.4928, 4.3138], [-3.4387, -3.6566, 5.4772], [-1.2251, -4.7025, 5.4578], [0.6479, -3.6816, 4.1889], [-2.9897, 2.1773, -2.8191], [-2.3708, 0.8647, -2.4435], [-1.6269, 0.8211, -1.3841], [-2.6075, -0.2585, -3.2048], [-2.1416, -1.5334, -2.8313], [-2.5220, -2.7349, -3.6237], [-1.3576, -1.6687, -1.7783], [-0.9643, -2.9106, -1.4956], [-0.1423, -2.9812, -0.4922], [0.1462, -1.8894, 0.1636], [0.3578, -4.3054, -0.1396], [0.0685, -5.3716, -0.9974], [0.4444, -6.6543, -0.6600], [1.1223, -6.8895, 0.5276], [1.4385, -5.8309, 1.3646], [1.0718, -4.5398, 1.0343], [-3.5216, 2.5965, -1.9680], [-2.2070, 2.8825, -3.0894], [-3.6698, 2.0551, -3.6540], [-3.1939, -0.1756, -4.1058], [-3.2094, -2.4701, -4.4198], [-1.6160, -3.1708, -4.0452], [-2.9605, -3.4837, -2.9669], [-0.4523, -5.1674, -1.9181], [0.2012, -7.4727, -1.3185], [1.4074, -7.8962, 0.7904], [1.9699, -6.0146, 2.2843], [1.3223, -3.7084, 1.6740], [0.4278, 0.3916, -2.9133], [1.7613, -0.7963, -3.4868], [2.8768, 0.5136, -3.3945], [1.9038, -1.0551, -1.6720], [3.0467, -1.8920, -3.7937], [0.6087, -2.0822, -3.5312], [1.3536, -0.3830, -5.1168]]}

=====

4.
{"formula": "C44H30Br2FeINOP2S2", "method": "ωB97M-V with the def2-TZVPD basis set", "orbital_gap_ev": [6.104, 6.210], "charge": -1, "spin_multiplicity": 2, "de_lowest_kcal_mol": 28.4, "species": ["Fe", "S", "P", "C", "P", "S", "C", "C", "C", "C", "C", "C", "C", "C", "C", "C", "C", "C", "C", "C", "C", "C", "C", "C", "C", "C", "C", "C", "C", "C", "H", "H", "H", "H", "H", "H", "H", "H", "H", "H", "H", "H", "H", "H", "H", "H", "H", "H", "H", "H", "I", "C", "C", "C", "C", "C", "C", "C", "C", "C", "C", "H", "H", "H", "H", "H", "H", "Br", "C", "C", "C", "Br", "C", "C", "C", "C", "N", "C", "C", "O", "H", "H", "H", "H"], "xyz": [[-1.2200, -0.2030, 0.7085], [-0.1502, 1.8760, 0.4790], [0.7520, 1.4518, -1.3344], [1.2190, -0.1038, -1.6000], [1.8248, -0.9798, -0.3575], [0.5889, -1.4329, 1.2899], [2.3674, -2.6218, -0.9264], [2.2421, -2.9380, -2.2721], [2.6360, -4.1876, -2.7340], [3.1572, -5.1208, -1.8516], [3.2810, -4.8075, -0.5018], [2.8838, -3.5634, -0.0415], [3.3539, -0.2987, 0.4044], [4.5691, -0.4341, -0.2639], [5.7003, 0.2288, 0.1847], [5.6299, 1.0428, 1.3083], [4.4231, 1.1846, 1.9781], [3.2923, 0.5173, 1.5294], [2.1308, 2.6407, -1.5182], [2.4513, 3.5916, -0.5589], [3.5835, 4.3846, -0.7056], [4.3922, 4.2403, -1.8213], [4.0708, 3.2957, -2.7902], [2.9522, 2.4959, -2.6358], [-0.4668, 1.9772, -2.5813], [-0.8837, 3.2999, -2.6932], [-1.8786, 3.6425, -3.5939], [-2.4725, 2.6588, -4.3780], [-2.0647, 1.3385, -4.2618], [-1.0575, 0.9957, -3.3682], [1.8183, -2.1878, -2.9301], [2.5284, -4.4337, -3.7834], [3.4619, -6.0963, -2.2112], [3.6810, -5.5376, 0.1910], [2.9676, -3.3215, 1.0120], [4.6255, -1.0535, -1.1524], [6.6369, 0.1158, -0.3481], [6.5119, 1.5665, 1.6566], [4.3577, 1.8240, 2.8504], [2.3448, 0.6363, 2.0413], [1.8256, 3.6947, 0.3193], [3.8348, 5.1089, 0.0595], [5.2780, 4.8533, -1.9351], [4.7048, 3.1731, -3.6600], [2.7189, 1.7275, -3.3636], [-0.4365, 4.0594, -2.0611], [-2.2003, 4.6733, -3.6793], [-3.2570, 2.9250, -5.0762], [-2.5340, 0.5686, -4.8626], [-0.7283, -0.0288, -3.2366], [-3.4785, 0.9827, -0.2500], [-3.8502, 1.7132, 1.6579], [-4.9981, 2.4152, 1.8910], [-5.2521, 2.9306, 3.1773], [-4.3453, 2.7304, 4.1749], [-3.1480, 2.0082, 3.9457], [-2.2179, 1.8234, 4.9949], [-1.0625, 1.1405, 4.7599], [-0.7961, 0.5971, 3.4865], [-1.6664, 0.7188, 2.4275], [-2.8692, 1.4658, 2.6585], [-5.7098, 2.5803, 1.0933], [-6.1632, 3.4857, 3.3602], [-4.5224, 3.1272, 5.1681], [-2.4383, 2.2438, 5.9693], [-0.3360, 1.0062, 5.5531], [0.1324, 0.0610, 3.3404], [-1.7250, -2.8966, -3.5890], [-2.4056, -3.2738, -1.8679], [-3.1498, -4.4348, -1.6559], [-3.6656, -4.7321, -0.4220], [-4.6839, -6.3215, -0.1993], [-3.4498, -3.8678, 0.6759], [-3.9352, -4.0605, 1.9890], [-3.6457, -3.1388, 2.9547], [-2.8651, -2.0138, 2.6347], [-2.4026, -1.8051, 1.4238], [-2.6863, -2.7085, 0.4466], [-2.1485, -2.3623, -0.8426], [-1.5020, -1.2693, -0.9664], [-3.3195, -5.1033, -2.4891], [-4.5306, -4.9359, 2.2101], [-4.0003, -3.2544, 3.9695], [-2.6104, -1.2899, 3.3959]]}

=====

In eV, the energy values for the records above are, in order, -107509.566 -225100.369 -143774.856 -272476.785.